The following is a quantum chemistry calculation of C35H62BeBrClIKN6NaO9P as an isolated structure at a distorted geometry, from the Open Molecules 2025 dataset.

Structure (ORCA input):
```
! wB97M-V def2-TZVPD RIJCOSX def2/J DEFGRID3
* xyz 0 1
C -2.7578 -2.2327 -4.7720
C -2.1270 -2.2698 -3.3568
C -3.2694 -2.4623 -2.3450
C -1.0414 -3.3536 -3.2319
C 0.3543 -2.7216 -3.4292
C 0.4588 -1.6843 -2.3492
N 0.1606 -0.4504 -2.6587
C 0.1725 0.3936 -1.5863
C -0.1725 1.7361 -1.7884
C -0.2461 2.6214 -0.7587
O -0.5719 3.9264 -0.9924
C 0.2443 4.5932 -1.9754
C -0.6222 4.8845 -3.2045
C -1.6276 5.9856 -2.8936
O 0.2120 5.3421 -4.2611
C 0.0077 2.1981 0.5788
C -0.1789 3.2311 1.6540
C -1.6274 3.8540 1.6726
C -2.6921 2.9198 1.1362
C -3.1916 1.8527 1.8773
C -4.1311 0.9889 1.3314
C -4.6367 1.1547 0.0544
C -4.1756 2.2370 -0.6743
C -3.2267 3.0894 -0.1406
C 0.3928 0.8984 0.8045
C 0.7413 0.3820 2.1828
C -0.3441 -0.4860 2.9097
C -0.8866 0.2584 4.1508
C -1.4467 -1.0316 2.0012
C 0.4774 -0.0083 -0.2846
N 0.8546 -1.2872 -0.0281
C 0.8364 -2.0847 -1.0356
I 1.3928 -4.0868 -0.6151
H -3.7680 -1.8347 -4.6652
H -2.8319 -3.2437 -5.1699
H -2.2231 -1.5516 -5.4324
H -1.7509 -1.2669 -3.1681
H -2.9010 -2.7143 -1.3492
H -3.9260 -3.2588 -2.7050
H -3.8761 -1.5592 -2.2979
H -1.2017 -4.1063 -4.0053
H -1.1300 -3.8257 -2.2531
H 0.3769 -2.2649 -4.4191
H 1.1711 -3.4404 -3.4196
H -0.3861 2.0660 -2.7943
H 0.5579 5.5586 -1.5742
H 1.1531 4.0473 -2.2309
H -1.1720 3.9858 -3.4985
H -2.3076 6.1094 -3.7348
H -2.2044 5.7480 -1.9992
H -1.0831 6.9145 -2.7248
H 0.2083 4.7020 -4.9740
H 0.5204 4.0486 1.4644
H 0.0444 2.8640 2.6481
H -1.8922 4.0752 2.7064
H -1.5978 4.7577 1.0739
H -2.8267 1.6963 2.8851
H -4.5188 0.1217 1.8979
H -5.3573 0.4734 -0.3774
H -4.5487 2.4112 -1.6745
H -2.8949 3.9201 -0.7464
H 1.6341 -0.2241 2.0767
H 1.0116 1.1969 2.8446
H 0.1862 -1.3572 3.3032
H -1.9722 0.1154 4.2092
H -0.6651 1.3277 4.1288
H -0.4228 -0.1728 5.0873
H -2.2311 -1.4452 2.6464
H -1.9270 -0.2778 1.3831
H -1.0926 -1.8766 1.4137
Cl 0.6979 -0.9691 6.4180
Be -5.9661 0.3687 2.7043
O 6.2808 -2.4378 -0.8798
P 5.8819 -1.2533 0.0349
N 5.0427 -0.3893 -1.1771
C 5.0951 1.0583 -1.4259
C 3.7604 -0.9505 -1.5852
N 7.5909 -0.7822 0.1813
C 8.1554 0.4042 -0.4588
C 8.5415 -1.8616 -0.1273
N 5.4662 -0.2011 1.2989
C 4.0369 -0.1753 1.6320
C 6.1636 0.9624 1.8195
H 4.5346 1.6407 -0.7046
H 4.6583 1.2742 -2.3945
H 6.1124 1.4302 -1.4853
H 3.0271 -0.9377 -0.7798
H 3.8769 -1.9918 -1.9083
H 3.3349 -0.3951 -2.4213
H 8.1332 0.3434 -1.5537
H 9.1980 0.5155 -0.1463
H 7.6967 1.3380 -0.1565
H 8.6218 -2.0139 -1.2132
H 8.2670 -2.8146 0.3378
H 9.5414 -1.6155 0.2345
H 3.4894 0.4998 0.9658
H 3.8862 0.1772 2.6515
H 3.6076 -1.1761 1.5741
H 6.1889 1.7726 1.0888
H 7.1682 0.7192 2.1619
H 5.6436 1.3624 2.6917
C -5.3965 -4.2454 0.2298
O -5.7091 -3.5807 -0.8674
H -5.8590 -3.8418 1.1692
H -5.6539 -5.3171 0.2534
H -4.3170 -4.2318 0.5028
O -1.1839 -1.9974 9.1003
H -1.0487 -1.6912 8.1586
H -0.8253 -2.8967 9.2183
H -2.1200 -1.9432 9.3644
N -8.8574 -3.6734 2.0644
O -7.6244 -3.5983 2.4028
O -9.5061 -4.6677 2.3154
O -9.3743 -2.6902 1.4785
Na -7.5294 -1.2603 2.5237
Br 3.9620 3.7137 -1.8645
K 6.9717 -4.4764 -0.4555
O -7.6641 -3.1780 -2.7553
H -7.0227 -3.5848 -2.1675
*
```

Summary:
HOMO energy (eV): -6.11
HOMO-LUMO gap (eV): 1.74
E (Eh): -6826.114238

Löwdin population analysis, charges in e, atoms 1 to 4: -0.0610 -0.4137 -0.0792 -0.1777

---

The following is a quantum chemistry calculation of C2H4OS in the gas phase at a distorted geometry, from the Open Molecules 2025 dataset.

Structure (ORCA input):
```
! wB97M-V def2-TZVPD RIJCOSX def2/J DEFGRID3
* xyz 0 1
C -1.0944 -0.4979 1.2963
C 0.1362 -0.1467 0.2165
O 1.2632 -0.8142 0.4087
S -0.0846 0.8103 -1.1336
H -2.0181 -0.4859 0.6734
H -0.9773 -1.2957 2.0250
H -1.1998 0.4062 1.8153
H 1.1933 -1.2088 1.2773
*
```

Summary:
HOMO energy (eV): -8.77
Relative energy (zero: lowest compared OMol25 entry of this formula, charge and spin) (kcal per mole): 20.6
HOMO-LUMO gap (eV): 9.23
E (Eh): -551.995893

Löwdin population analysis, charges in e, atoms 1 to 4: -0.0559 -0.8488 -0.0040 0.6367

---

The following is a quantum chemistry calculation of C44H59Cl2N7O5SSn as an isolated structure at a distorted geometry, from the Open Molecules 2025 dataset.

Structure (ORCA input):
```
! wB97M-V def2-TZVPD RIJCOSX def2/J DEFGRID3
* xyz -2 1
Sn -0.8008 2.3302 1.2061
C -5.1786 -3.7233 -0.7225
C -4.6024 -3.0313 -1.9679
C -5.7335 -2.9217 -2.9959
C -3.4962 -3.9219 -2.5565
C -4.0109 -1.6689 -1.6012
C -3.1071 -1.5642 -0.5580
C -2.5772 -0.3312 -0.1515
N -1.7685 -0.1331 0.9073
C -0.9784 -1.0075 1.5261
C -0.6232 -2.3079 1.0929
C 0.1051 -3.1565 1.8908
C 0.5500 -2.6792 3.1433
C 0.3654 -1.3854 3.5751
C -0.4079 -0.4855 2.7554
O -0.6646 0.7138 3.0752
C 0.9096 -0.9068 4.9222
C 1.6955 -1.9988 5.6546
C 1.8532 0.2826 4.7116
C -0.2649 -0.4776 5.8195
C 0.4169 -4.5768 1.4138
C -0.8919 -5.3256 1.1175
C 1.2630 -4.5059 0.1360
C 1.2011 -5.4009 2.4398
C -3.0210 0.8968 -0.7940
O -2.6272 2.0096 -0.3267
C -3.8824 0.7668 -1.9319
C -4.3448 -0.4955 -2.2830
C -4.4688 1.9583 -2.7133
C -4.4289 1.6627 -4.2255
C -5.9297 2.1499 -2.2720
C -3.7310 3.2854 -2.5060
H -5.6639 -4.6642 -1.0014
H -4.3962 -3.9499 0.0017
H -5.9167 -3.0801 -0.2406
H -6.1722 -3.9080 -3.1710
H -6.5184 -2.2577 -2.6293
H -5.3657 -2.5416 -3.9504
H -3.8797 -4.9246 -2.7762
H -3.1069 -3.4861 -3.4787
H -2.6698 -4.0148 -1.8502
H -2.8701 -2.4421 0.0309
H -0.9208 -2.6112 0.0959
H 1.0919 -3.3630 3.7800
H 2.5689 -2.3037 5.0737
H 2.0468 -1.6067 6.6120
H 1.0761 -2.8761 5.8606
H 2.6736 0.0178 4.0461
H 1.3269 1.1177 4.2578
H 2.2723 0.6115 5.6680
H -0.9395 -1.3196 6.0006
H 0.1081 -0.1164 6.7834
H -0.8196 0.3218 5.3334
H -1.4458 -4.8455 0.3096
H -0.6888 -6.3613 0.8249
H -1.5264 -5.3358 2.0055
H 0.7269 -3.9766 -0.6511
H 2.1898 -3.9689 0.3457
H 1.5120 -5.5094 -0.2261
H 0.6479 -5.4972 3.3757
H 1.3728 -6.4047 2.0418
H 2.1723 -4.9479 2.6455
H -5.0431 -0.5614 -3.1066
H -5.1546 0.9035 -4.5242
H -4.6563 2.5708 -4.7910
H -3.4354 1.3148 -4.5127
H -6.5068 1.2351 -2.4230
H -5.9574 2.4032 -1.2110
H -6.4065 2.9586 -2.8370
H -2.6734 3.1830 -2.7495
H -4.1717 4.0534 -3.1519
H -3.7937 3.6121 -1.4732
N 5.8632 4.2011 -3.1293
C 5.2321 3.7011 -1.9734
C 3.8661 3.4289 -1.9788
C 3.2596 2.8867 -0.8590
C 4.0030 2.6494 0.2847
C 5.3588 2.9137 0.3049
C 5.9753 3.4254 -0.8261
S 3.1841 1.9286 1.7036
O 4.0991 2.0205 2.8212
O 2.8628 0.5834 1.2718
N 1.8130 2.7242 1.9192
C 1.8135 4.0698 1.9726
N 0.5867 4.6056 2.1533
C 0.4810 5.9124 2.2336
C 1.5809 6.7582 2.1567
C 2.7950 6.1279 1.9358
N 2.9368 4.8178 1.8441
H 5.2460 4.7489 -3.7084
H 6.7265 4.6823 -2.9357
H 3.2675 3.6672 -2.8509
H 2.1984 2.6638 -0.8578
H 5.9108 2.7316 1.2177
H 7.0387 3.6434 -0.8196
H -0.5314 6.2885 2.3590
H 1.4888 7.8323 2.2275
H 3.7108 6.7051 1.8172
Cl -2.4740 3.5036 2.5259
N 0.4592 0.5746 -1.2684
C 1.4152 -0.0470 -1.4650
N 2.4815 -0.7650 -1.7803
C 3.8443 -0.3618 -1.4842
C 4.6485 -0.4724 -2.7714
O 4.5651 -1.7787 -3.3353
C 3.2221 -2.1465 -3.6057
C 2.3684 -2.0943 -2.3434
H 4.2667 -1.0225 -0.7191
H 3.8597 0.6555 -1.1069
H 5.7069 -0.2876 -2.5894
H 4.2780 0.2643 -3.4975
H 3.2570 -3.1592 -4.0099
H 2.7936 -1.4711 -4.3599
H 2.7360 -2.8387 -1.6296
H 1.3246 -2.3063 -2.5707
Cl 0.7811 5.1437 -1.1335
C -0.4385 3.8986 -0.8214
H -0.3551 3.1375 -1.5923
H -1.4141 4.3759 -0.8448
*
```

Summary:
HOMO energy (spin up / spin down) (eV): -0.92 / -1.25
HOMO-LUMO gap (spin up / spin down) (eV): 4.91 / 5.24
E (Eh): -4004.491994

Löwdin population analysis, charges in e, atoms 1 to 4: 1.0993 -0.0592 -0.5584 -0.0802

---

The following is a quantum chemistry calculation of C32H30BrF4I2N4O3Ta as an isolated structure at a distorted geometry, from the Open Molecules 2025 dataset.

Structure (ORCA input):
```
! wB97M-V def2-TZVPD RIJCOSX def2/J DEFGRID3
* xyz 2 1
Ta 0.2042 -0.4453 -0.0909
I 7.9113 0.5631 0.5995
C 5.8880 0.0707 0.3852
C 5.4387 -0.4661 -0.8167
C 4.1037 -0.7965 -0.9337
I 3.2548 -1.4772 -2.7335
C 3.2266 -0.6249 0.1400
O 1.9203 -0.9448 0.0173
C 3.6724 -0.0471 1.3198
C 2.6732 0.1469 2.4314
N 1.3988 0.7616 1.9807
C 1.5202 2.1932 1.7010
C 1.8919 2.5143 0.2788
C 2.5103 3.7297 0.0161
C 2.7328 4.1178 -1.2926
C 2.3800 3.2447 -2.3119
C 1.8094 2.0380 -1.9702
N 1.5413 1.6805 -0.7056
C 5.0078 0.2981 1.4345
H 6.1168 -0.6109 -1.6457
H 2.4323 -0.8204 2.8754
H 3.1273 0.7614 3.2130
H 0.7394 0.6400 2.7436
H 0.5598 2.6742 1.8966
H 2.2533 2.6591 2.3647
H 2.8089 4.3688 0.8364
H 3.1741 5.0796 -1.5165
H 2.5441 3.4924 -3.3507
H 1.5685 1.3133 -2.7336
H 5.3730 0.7420 2.3523
C -1.2539 2.0248 -2.7737
C -0.9149 0.6161 -3.2377
N -1.1756 -0.4415 -2.2270
C -2.6098 -0.4444 -1.8041
C -3.6349 -0.5714 -2.9265
C -0.7938 -1.7391 -2.8135
C -0.8326 -2.8637 -1.8079
N -0.2849 -2.4495 -0.5130
C -0.2415 -3.4280 0.4812
C 0.0964 -3.0788 1.7896
F 0.3739 -1.7540 2.0496
C 0.1535 -3.9399 2.8614
F 0.4740 -3.4376 4.0522
C -0.1214 -5.2779 2.6974
C -0.4531 -5.6812 1.4195
F -0.7222 -6.9556 1.1849
C -0.5183 -4.8037 0.3454
F -0.8555 -5.3535 -0.8287
H -0.7858 2.7439 -3.4448
H -0.8993 2.2143 -1.7616
H -2.3271 2.2123 -2.8025
H 0.1352 0.5379 -3.5200
H -1.4944 0.3806 -4.1334
H -2.7971 0.4845 -1.2658
H -2.7387 -1.2662 -1.1023
H -3.6369 0.2877 -3.5958
H -4.6197 -0.6260 -2.4642
H -3.5084 -1.4765 -3.5188
H 0.2093 -1.6373 -3.2233
H -1.4581 -1.9977 -3.6399
H -0.2362 -3.6711 -2.2282
H -1.8529 -3.2337 -1.6854
H -0.0788 -5.9777 3.5191
Br -3.8879 5.0613 3.1290
C -3.9621 3.2196 2.7083
C -5.0468 2.4539 3.1187
C -5.0904 1.0979 2.8197
C -4.0470 0.4994 2.1397
C -2.9667 1.2807 1.7236
C -2.9278 2.6497 1.9923
C -1.8531 0.6532 1.0297
O -1.6742 -0.6085 1.0268
O -0.9721 1.3230 0.3764
H -5.8526 2.9138 3.6741
H -5.9445 0.5112 3.1287
H -4.0558 -0.5597 1.9193
H -2.0983 3.2519 1.6469
*
```

Summary:
HOMO energy (eV): -13.39
Relative energy (zero: lowest compared OMol25 entry of this formula, charge and spin) (kcal per mole): 22.6
HOMO-LUMO gap (eV): 6.36
E (Eh): -5307.629938

Löwdin population analysis, charges in e, atoms 1 to 4: 2.1202 0.9584 -0.7056 -0.1849

---

The following is a quantum chemistry calculation of a 2-piece molecular cluster, C11H27BFNO4PS overall at a distorted geometry, from the Open Molecules 2025 dataset.

Structure (ORCA input):
```
! wB97M-V def2-TZVPD RIJCOSX def2/J DEFGRID3
* xyz -1 1
C 0.4945 -4.1655 0.1557
C 0.5249 -3.2002 1.0939
P -0.3053 -1.4444 0.7767
C 0.9464 -1.1014 -0.6701
C 1.5127 0.3118 -0.8393
C 0.4985 1.4078 -1.1213
F -0.4907 0.9850 -2.0066
C 0.8605 -0.5425 2.0856
C 2.3192 -1.0184 2.2222
C 3.2772 0.1580 2.5318
C 3.2707 0.4543 4.0123
O 3.8796 -0.1824 4.8291
O 2.5261 1.5141 4.4171
B -1.7031 -1.7649 2.1685
N -2.1347 -3.1090 2.5326
O -2.3524 -0.7340 2.8351
H -0.4186 -4.3107 -0.4236
H 1.3301 -4.8259 -0.0801
H 1.0105 -3.4433 2.0455
H -1.0369 -0.1675 0.4698
H -1.2010 -2.1314 -0.2082
H 0.4038 -1.3453 -1.5871
H 1.7618 -1.8236 -0.6196
H 2.1897 0.2874 -1.7063
H 2.1363 0.6363 -0.0028
H 0.9837 2.3110 -1.5003
H -0.0035 1.6877 -0.1927
H 0.8208 0.5341 1.8657
H 0.3834 -0.6526 3.0661
H 2.3761 -1.6789 3.0883
H 2.6839 -1.5606 1.3523
H 4.3101 -0.0510 2.2524
H 2.9432 1.0618 2.0173
H 1.8919 1.7229 3.7185
H -2.4087 -3.6072 1.6924
H -2.9667 -3.0538 3.1167
H -2.0183 0.0975 2.4739
C -3.6960 4.2929 -4.8027
S -2.6420 3.4854 -3.5860
O -1.3975 4.2923 -3.5016
C -2.2699 2.0393 -4.5784
H -4.0081 5.2496 -4.3892
H -3.1343 4.4534 -5.7233
H -4.5717 3.6715 -4.9917
H -1.8043 2.3518 -5.5138
H -3.1899 1.4869 -4.7709
H -1.5821 1.4219 -4.0037
*
```

Summary:
HOMO energy (eV): -3.00
HOMO-LUMO gap (eV): 5.40
E (Eh): -1655.223617

Löwdin population analysis, charges in e, atoms 1 to 4: -0.1299 -0.3005 0.5340 -0.3219

---

The following is a quantum chemistry calculation of C11H25FNO2P2Ti as an isolated structure at a distorted geometry, from the Open Molecules 2025 dataset.

Structure (ORCA input):
```
! wB97M-V def2-TZVPD RIJCOSX def2/J DEFGRID3
* xyz 1 1
C 0.2996 -2.6884 -1.4090
C -0.3468 -1.5894 -0.8171
N 0.1813 -0.3426 -0.9567
C 1.4242 -0.2350 -1.4918
C 2.1200 -1.3271 -2.0497
C 1.5425 -2.5664 -2.0173
C -1.7217 -1.8658 -0.1991
P -2.5685 -0.2855 0.3601
Ti -1.1972 1.7407 -0.3304
P 1.4039 2.2785 -0.3892
C 2.1480 1.0943 -1.5648
O -0.0497 -3.2451 3.3583
O 2.5824 -0.2283 2.4797
H -0.1687 -3.6700 -1.2810
H 3.1113 -1.1667 -2.4796
H 2.0520 -3.4588 -2.4166
C -3.8964 -0.4296 -0.8436
C -3.3184 -0.7588 1.9691
H 3.2265 1.0023 -1.3624
H 2.0800 1.5525 -2.5603
H -1.8074 -2.2738 0.7969
H -2.3846 -2.5069 -0.8965
C 1.6561 3.9196 -1.1868
C 2.6320 2.2947 0.9779
H 1.6682 -0.1447 2.7847
H 2.8234 -0.9088 3.1285
H 0.0555 -2.4865 2.7187
H -0.0058 -3.9395 2.6368
H -1.4149 1.8034 -2.0491
H -0.9564 1.5272 1.2840
H -4.4033 -1.3851 -0.6728
H -4.5623 0.4298 -0.7511
H -3.4140 -0.4435 -1.8230
H -4.1651 -1.4378 1.8098
H -2.5942 -1.2579 2.6280
H -3.6700 0.1667 2.4452
H 3.6451 2.5045 0.6087
H 2.3642 3.0697 1.7079
H 2.6624 1.3100 1.4667
H 2.7135 4.1925 -1.3090
H 1.1845 3.9106 -2.1730
H 1.1610 4.6903 -0.5810
F -2.0923 3.1547 0.4500
*
```

Summary:
HOMO energy (eV): -12.02
HOMO-LUMO gap (eV): 8.15
E (Eh): -2271.162553

Löwdin population analysis, charges in e, atoms 1 to 4: -0.0206 -0.2884 0.0393 -0.2968

---

The following is a quantum chemistry calculation of a 2-piece molecular cluster, C5H10O overall at a distorted geometry, from the Open Molecules 2025 dataset.

Structure (ORCA input):
```
! wB97M-V def2-TZVPD RIJCOSX def2/J DEFGRID3
* xyz 0 1
C -0.5916 1.2119 -0.6029
C -0.9210 0.1170 0.1127
C -1.5913 -1.0782 -0.4880
H -0.7260 2.2103 -0.1968
H -0.4276 1.1618 -1.6801
H -1.1272 0.2485 1.1743
H -2.6655 -0.8688 -0.4525
H -1.4138 -1.9861 0.0811
H -1.3177 -1.2396 -1.5336
C 1.7762 0.6243 0.6117
C 1.1206 -0.7021 0.3840
O 1.0826 -1.5012 1.2980
H 1.2305 1.3257 -0.0696
H 2.8516 0.5240 0.4094
H 1.6233 0.9588 1.6398
H 1.0969 -1.0061 -0.6875
*
```

Summary:
HOMO energy (eV): -9.21
Relative energy (zero: lowest compared OMol25 entry of this formula, charge and spin) (kcal per mole): 62.6
HOMO-LUMO gap (eV): 9.47
E (Eh): -271.652935

Löwdin population analysis, charges in e, atoms 1 to 4: -0.0355 -0.3070 -0.0991 0.0825

---

The following is a quantum chemistry calculation of an isolated ion of composition C4H12O3P and charge +1 at a distorted geometry, from the Open Molecules 2025 dataset.

Structure (ORCA input):
```
! wB97M-V def2-TZVPD RIJCOSX def2/J DEFGRID3
* xyz 1 1
C -1.8795 -1.1616 -0.1360
C -1.0234 -1.4660 1.1371
C 0.4771 -1.0448 0.9825
O 0.6777 0.1804 1.7520
P 1.2039 1.4483 0.8533
C 0.4195 1.6147 -0.8279
O 1.5215 1.6274 -1.7703
O 1.1094 0.9684 -2.9572
H -2.8435 -1.6815 -0.0838
H -2.0145 -0.0666 -0.2352
H -1.2940 -1.5062 -1.0122
H -1.4127 -0.9332 2.0219
H -1.0622 -2.5478 1.3372
H 1.0767 -1.8284 1.4809
H 0.8111 -0.9833 -0.0688
H 0.8481 2.6122 1.5930
H 2.6082 1.3208 0.6907
H -0.2878 0.8134 -1.0909
H -0.0573 2.6141 -0.9045
H 1.1216 0.0199 -2.7619
*
```

Summary:
HOMO energy (eV): -15.06
Relative energy (zero: lowest compared OMol25 entry of this formula, charge and spin) (kcal per mole): 11.5
HOMO-LUMO gap (eV): 10.75
E (Eh): -726.270840

Löwdin population analysis, charges in e, atoms 1 to 4: -0.0921 -0.1948 -0.2178 -0.3191

---

> What is the formula in the fifth record?

C11H27BFNO4PS

---

> E of number 3 (C44H59Cl2N7O5SSn)?

-4004.491994 Eh

---

> Among the records above, which one has the lowest E?

C35H62BeBrClIKN6NaO9P